Entry 1:
89
Properties=species:S:1:pos:R:3:forces:R:3:lowdin_charge:R:1 method="wB97M-V/def2-TZVPD" orbital_gap_ev=9.7 energy_ev=-88856.5914 e_homo_ev=-9.3
C 5.9468 -2.7595 0.5849 -0.3199 0.2465 -0.7675 -0.0453
O 6.7622 -2.8700 1.7403 0.3408 -0.3380 -0.0032 0.0169
C 7.1462 -1.7169 2.2680 -0.0401 -0.2024 -0.0081 -0.6392
O 6.6335 -0.6528 2.0641 -0.1298 0.5754 -0.1032 0.1241
O 8.1946 -1.9377 3.0536 0.1529 -0.0118 0.3770 0.0052
C 8.6871 -0.7688 3.7300 0.1272 -0.2713 -0.3588 -0.0309
H 6.3096 -1.9642 -0.0724 0.0372 -0.0176 0.1690 0.0989
H 4.9046 -2.5534 0.8201 0.0332 -0.1045 0.2465 0.0745
H 6.0208 -3.6979 0.0450 -0.0399 -0.1431 0.2076 0.0984
H 9.1923 -0.1294 3.0070 -0.1563 0.1585 0.0481 0.0972
H 9.4209 -1.1282 4.4420 -0.0758 -0.0663 0.1377 0.0907
H 7.8675 -0.2477 4.2124 0.0380 0.1320 0.0642 0.0942
C 2.3957 -1.1380 -0.4745 0.0012 0.0941 0.0617 -0.0024
O 1.5255 -0.2253 0.1944 -0.1225 0.0861 0.5319 0.0076
C 0.2810 -0.0616 -0.2372 0.4753 0.6493 0.1895 -0.5959
O -0.1955 -0.5298 -1.2255 -0.4064 -0.3497 -0.5469 0.1339
O -0.3042 0.7994 0.6025 0.3264 -0.0870 0.8623 -0.0006
C -1.4678 1.4532 0.1717 -0.8155 0.5421 -1.3034 -0.0452
H 2.2634 -1.1088 -1.5525 -0.0583 0.0167 -0.0274 0.0959
H 2.2377 -2.1405 -0.0887 0.0126 -0.1260 -0.1643 0.0724
H 3.3840 -0.7946 -0.1882 0.1392 -0.1016 -0.1424 0.0962
H -2.1121 0.7948 -0.4068 0.0339 -0.1853 0.0118 0.0810
H -1.1850 2.2934 -0.4734 -0.0161 -0.1099 -0.0351 0.0912
H -2.0680 1.8886 0.9664 0.4937 -0.3764 0.5132 0.0472
Cl -2.3646 4.1115 2.6822 -0.0571 -0.0751 0.0195 0.5789
C -3.6851 3.5476 3.6978 -0.1835 0.4815 -0.0412 -1.5201
Cl -3.8129 1.7970 3.7025 0.0147 -0.1176 -0.0373 0.5609
Cl -5.2093 4.3047 3.1781 0.0579 -0.1548 0.0999 0.5473
H -3.5188 3.8949 4.7063 0.1211 -0.1180 0.1036 0.0091
C 0.3721 4.9102 -0.2524 -0.4906 -0.3300 0.5328 -0.0181
C -0.9448 5.1742 -0.9407 0.3768 -0.1442 -0.3842 -0.5115
C -0.8604 5.5531 -2.3989 -0.5715 0.8578 -0.1340 -0.0131
O -1.9998 5.0591 -0.3711 -0.3557 -0.0135 0.2157 0.0344
H 0.9825 5.8087 -0.1944 0.1703 -0.0273 -0.2997 0.0871
H 0.8753 4.1016 -0.7850 0.3023 0.2023 -0.0587 0.0915
H 0.1745 4.5763 0.7680 0.0248 -0.0100 -0.0698 0.0695
H -0.7531 4.7009 -3.0689 0.3866 -0.1317 0.1906 0.0727
H -0.0582 6.2818 -2.5354 0.1920 -0.3249 -0.1986 0.0841
H -1.7833 6.0534 -2.7059 -0.0183 -0.1287 0.1851 0.0870
C 0.9788 -4.0125 1.7157 -0.5769 0.2413 0.4473 -0.0177
C 2.0558 -4.9297 1.1883 -0.7750 -0.1353 -0.0307 -0.5029
C 1.6700 -6.1174 0.3518 0.6992 -0.1529 -0.1889 -0.0138
O 3.2004 -4.7111 1.4746 0.8891 0.2504 0.1061 0.0719
H -0.0572 -4.3307 1.5922 0.1302 -0.2380 -0.2878 0.0815
H 1.0570 -3.0164 1.2803 0.0919 -0.0413 -0.0731 0.0589
H 1.1287 -3.8823 2.7903 0.1820 -0.0071 -0.0500 0.0860
H 1.0115 -6.7832 0.9088 -0.2964 0.1245 -0.1592 0.0861
H 2.5870 -6.6596 0.1157 -0.0515 -0.0183 0.0698 0.0853
H 1.2555 -5.7951 -0.6051 -0.3606 0.0067 0.1608 0.0676
C -0.3896 -3.4611 -2.2706 -0.1767 -0.3315 -0.3760 -0.0128
C 0.9328 -3.4075 -2.9863 -0.1437 1.0677 0.3498 -0.5074
C 1.0570 -2.4376 -4.1364 0.1122 -0.8716 -0.4907 -0.0148
O 1.8805 -4.0202 -2.5622 0.4745 -0.5111 0.0232 0.0565
H -0.8925 -2.5003 -2.2946 0.0062 0.0528 0.1086 0.0485
H -0.2036 -3.7839 -1.2498 -0.1904 -0.0141 0.0685 0.0712
H -1.0347 -4.1867 -2.7789 0.0261 -0.0239 0.1109 0.0946
H 0.7337 -1.4403 -3.8423 0.0007 0.0638 -0.0812 0.0561
H 0.4434 -2.8056 -4.9696 -0.2294 0.2688 0.1698 0.0924
H 2.0782 -2.4641 -4.5147 0.0586 0.2561 0.2073 0.0843
C -2.1582 0.1972 -3.6861 0.2979 -0.3308 -0.4600 -0.0087
C -1.1850 1.1749 -4.3053 0.3512 -0.0875 0.1638 -0.4813
C -1.7944 2.4064 -4.9354 0.5573 0.2425 0.1462 -0.0228
O 0.0147 0.9729 -4.2792 -0.5773 0.2238 -0.0958 0.0554
H -2.3933 0.5015 -2.6698 -0.1003 0.0762 0.0524 0.0699
H -1.6781 -0.7797 -3.6545 -0.0194 0.0315 0.1616 0.0622
H -3.0705 0.1184 -4.2762 -0.1077 0.1592 0.1235 0.0852
H -2.5043 2.1032 -5.7029 -0.1403 0.1336 0.0373 0.0847
H -1.0213 3.0498 -5.3586 0.0200 -0.2263 -0.1268 0.0801
H -2.2996 3.0011 -4.1709 -0.3375 -0.2119 -0.0166 0.0783
C -5.6114 4.4873 -0.4413 0.2928 1.2626 -0.3424 -0.0389
C -5.3782 3.1030 -0.9546 -0.7375 -0.3672 0.5207 -0.5022
C -5.4842 1.9758 0.0497 0.2317 -0.1536 0.1148 -0.0162
O -5.2230 2.8685 -2.1248 0.3608 -0.0098 -0.5002 0.0648
H -4.9183 4.7924 0.3436 0.0558 -0.3580 0.1010 0.0427
H -6.6203 4.6481 -0.0551 -0.0476 -0.3886 0.0781 0.0893
H -5.4685 5.2106 -1.2491 -0.0549 -0.2140 -0.0519 0.0849
H -4.7615 1.1961 -0.1827 0.1507 0.0332 -0.0124 0.0749
H -6.4588 1.4883 -0.0266 -0.1068 0.2318 -0.0503 0.0931
H -5.3471 2.3250 1.0710 -0.0133 -0.0513 0.0172 0.0239
C -2.6431 -1.8702 4.4756 0.0866 -0.1447 -0.0946 -0.0216
C -1.6923 -1.6402 3.3219 -0.1882 -0.1312 0.1453 -0.5097
C -0.3584 -1.0152 3.6011 0.2198 0.3977 -0.7053 -0.0133
O -1.9966 -1.9429 2.1925 -0.1517 -0.0972 -0.2028 0.0648
H -3.4950 -2.4565 4.1414 -0.0902 0.1466 -0.0920 0.0819
H -2.9667 -0.8956 4.8495 -0.0245 -0.1023 0.1376 0.0575
H -2.1625 -2.4208 5.2869 0.1217 0.2097 0.0420 0.0845
H -0.4489 -0.0257 4.0532 -0.0798 -0.2013 0.4397 0.0891
H 0.0993 -0.8288 2.6300 0.1880 -0.1649 0.0685 0.0632
H 0.2782 -1.6788 4.1842 -0.0282 0.1296 0.2332 0.0869



Entry 2:
46
Properties=species:S:1:pos:R:3:forces:R:3:nbo_charge:R:1 method="wB97M-V/def2-TZVPD" orbital_gap_ev=8.5 energy_ev=-28135.5493 e_homo_ev=-8.8
C 2.6440 6.1976 -3.2769 6.1460 -5.6002 0.5172 -0.2499
H 3.4275 6.5151 -3.9607 0.4754 0.1546 0.2464 0.1924
O 3.0875 6.4157 -1.9321 1.1712 1.8406 -4.1812 -0.5398
C 2.0818 6.1921 -1.0798 -2.6352 2.4994 1.5614 -0.0414
C 2.0205 4.6842 -0.9555 0.9153 6.1104 10.9412 -0.4518
H 2.9542 4.4633 -0.5681 2.1600 -1.5527 -0.8759 0.2302
H 1.4612 4.3583 -1.6188 -4.0974 -4.0857 -6.4695 0.2124
C 1.2128 4.4714 0.4098 -4.6430 2.1979 0.3925 -0.2298
N 1.0896 3.1012 0.7107 -1.7385 -0.9043 -0.9661 -0.7281
C -0.1857 2.3515 0.5026 15.5757 -3.4407 3.9026 0.6831
O -1.0608 2.9590 0.3117 -13.1486 6.4237 -3.3249 -0.5086
C 0.1088 0.9861 0.8476 -6.3860 -4.4764 -1.3381 -0.0756
C 1.0571 0.1282 0.3773 0.6877 2.1483 3.4942 -0.1786
C 1.1234 -1.1803 0.9637 -10.8635 9.7708 -0.9717 -0.1111
C 0.0790 -1.8359 1.3243 -6.9777 3.1146 3.7882 -0.0654
C -1.2439 -0.9384 1.7041 2.7251 -5.5741 -1.1939 -0.1917
C -1.3206 0.2927 1.2879 3.2772 3.2753 0.5276 -0.2158
H -2.1384 0.9576 1.5677 0.2006 -0.0763 -0.3662 0.2314
H -1.9458 -1.6354 2.1881 -0.3530 1.3356 -0.1962 0.2064
C 0.0445 -3.1988 1.7861 8.4701 -1.5398 -1.6307 0.6095
O 1.2450 -3.7967 1.8364 -5.3125 1.8067 0.4786 -0.6622
N -1.1060 -3.7677 1.8334 0.9547 -6.7428 2.4214 -0.5825
H -1.8820 -3.4603 1.4413 -4.0740 2.8092 -2.1882 0.4066
C -1.2307 -5.2510 1.8731 6.8628 -3.5125 -1.8537 -0.2796
C -1.1659 -6.0673 0.3714 -7.7888 6.0927 2.9571 -0.3896
C -2.8252 -5.6344 -0.1404 1.5822 1.2749 -3.1139 -0.0984
O -3.0876 -4.1622 -0.5093 -0.0629 -3.6358 5.7260 -0.5540
C -2.1933 -3.6902 -1.3588 -11.7797 1.1413 -6.7929 -0.2301
H -1.2912 -3.5577 -1.3369 10.4214 -0.2589 1.3752 0.1544
H -2.6614 -4.1812 -2.3770 2.3662 1.0458 1.1719 0.1363
H -2.5117 -2.6305 -1.5017 0.0138 -0.2664 -0.1188 0.1901
H -2.9314 -6.0960 -1.2079 -0.3236 0.1014 2.0132 0.1698
H -3.5961 -5.8448 0.6046 0.2799 -0.3352 -0.3114 0.1933
H -0.7141 -5.6564 -0.4471 2.2923 0.7674 -1.4362 0.2197
H -1.4641 -7.0270 0.3882 0.3509 -3.6853 0.5296 0.2141
H -1.8545 -5.6959 2.6477 -0.3505 0.3558 -0.5564 0.2244
H -0.0591 -5.8100 2.0244 -3.1236 2.5651 0.9966 0.2683
H 1.8009 -1.6682 0.8417 14.6891 -9.5487 -2.4410 0.1778
H 1.9739 0.6624 0.1750 0.4099 -0.4097 -1.0008 0.2192
H 1.8489 2.7446 1.2234 0.6584 -0.9065 0.5723 0.3790
H 1.2916 5.0067 1.3912 1.9853 0.0899 -1.0398 0.2200
H 0.0003 5.0628 0.4165 3.0110 -2.2235 -1.0273 0.1830
H 2.3893 6.9027 -0.1875 -0.9664 -2.1511 -0.8648 0.1941
H 1.0206 6.6776 -1.4676 2.2749 -1.2200 0.8533 0.1449
H 1.8586 6.6741 -3.6170 -4.6875 2.2445 -0.7618 0.1692
H 2.6484 4.9814 -3.5067 -0.6448 2.9807 0.5550 0.1543